{"formula": "C5H11NO", "method": "wB97M-V/def2-TZVPD", "de_lowest_kcal_mol": 3.6, "multiplicity": 1, "smiles": "CNC(=O)C(C)C", "homo_lumo_gap_ev": 10.5, "e_lumo_ev": 0.88, "symbols": ["C", "N", "C", "O", "C", "C", "C", "H", "H", "H", "H", "H", "H", "H", "H", "H", "H", "H"], "coordinates": [[2.79928, 0.44999, -0.15258], [1.50529, -0.08642, -0.52316], [0.47340, -0.04206, 0.36784], [0.66146, 0.09656, 1.56653], [-0.92347, -0.10816, -0.24391], [-1.56140, -1.48315, -0.03950], [-1.75254, 1.01621, 0.38012], [2.68078, 1.45615, 0.26684], [3.41803, 0.50268, -1.05069], [3.29705, -0.17072, 0.59547], [1.27841, -0.12077, -1.50339], [-0.83863, 0.07361, -1.32451], [-1.67845, -1.69646, 1.02795], [-0.94638, -2.27374, -0.48468], [-2.54989, -1.51700, -0.51158], [-2.75188, 1.06376, -0.06483], [-1.84572, 0.85208, 1.45749], [-1.26534, 1.98744, 0.23658]], "forces_ev_per_a": [[0.20, 0.02, 0.05], [-0.15, 0.10, -0.02], [0.00, 0.07, 0.06], [-0.03, -0.04, -0.38], [-0.05, 0.00, -0.05], [0.00, -0.07, 0.04], [-0.05, 0.05, 0.03], [0.10, -0.15, -0.04], [-0.01, -0.02, 0.16], [-0.08, 0.03, -0.11], [-0.03, 0.08, 0.13], [0.01, -0.03, 0.14], [0.03, 0.03, -0.14], [-0.10, 0.10, 0.09], [0.14, 0.01, 0.10], [0.13, -0.06, 0.06], [-0.01, 0.01, -0.15], [-0.10, -0.14, 0.00]]}